1.
The ion C4H8NOS with charge -1 at a distorted geometry, computed with ωB97M-V with the def2-TZVPD basis set.

## Properties
SMILES string: O=CNCCC[S-]
Frontier orbital gap in eV: 6.26
Total charge: -1
ΔE to the lowest compared entry with this formula, charge and spin in kJ/mol: 186.9

Positions of all 15 atoms, in Å:
O (2.901, 0.811, -0.601)
C (2.139, 0.368, 0.295)
N (1.212, -0.635, 0.051)
C (0.354, -0.978, 1.134)
C (-1.069, -0.304, 1.393)
C (-1.609, 0.614, 0.367)
S (-1.760, 0.033, -1.410)
H (2.103, 1.043, 1.139)
H (1.028, -0.848, -0.950)
H (0.094, -2.002, 1.093)
H (0.993, -0.622, 2.071)
H (-1.874, -0.974, 1.368)
H (-1.228, 0.134, 2.353)
H (-2.542, 1.055, 0.559)
H (-1.001, 1.436, 0.255)

Quick look at the Löwdin charges, all values in e: O -0.071; C -0.330; N 0.000; C -0.211; C -0.283; C -0.753; S 0.060; H 0.119; H 0.119; H 0.083; H 0.134; H 0.059; H 0.079; H 0.008; H -0.014

***

2.
A structure of composition C4H6IrO2 at a distorted geometry, computed with ωB97M-V with the def2-TZVPD basis set.

## Properties
Frontier orbital gap (alpha / beta) in eV: 7.51 / 7.20
<S²>: 8.76
Multiplicity: 6
Total charge: 0
ΔE to the lowest compared entry with this formula, charge and spin in kJ/mol: 0.0

Positions of all 13 atoms, in Å:
O (1.070, -0.984, 0.734)
C (-0.237, -0.986, 0.544)
H (1.631, -0.635, -0.650)
H (-0.552, -1.608, -0.319)
C (1.553, -0.032, -1.835)
C (0.444, 0.734, -1.818)
C (-0.089, 1.288, -0.520)
O (-0.811, 0.350, 0.285)
Ir (-1.625, 0.023, 2.028)
H (-0.252, 0.760, -2.668)
H (1.806, -0.492, -2.801)
H (-0.805, 2.105, -0.691)
H (0.759, 1.682, 0.064)

Quick look at the Löwdin charges, all values in e: O -0.117; C -0.516; H 0.126; H 0.109; C 0.017; C -0.186; C -0.221; O -0.535; Ir 0.920; H 0.101; H 0.053; H 0.123; H 0.126

***

3.
A structure of composition C20H36NOP2Pd at a distorted geometry, computed with ωB97M-V with the def2-TZVPD basis set.

## Properties
Frontier orbital gap (alpha / beta) in eV: 5.09 / 6.53
<S²>: 8.79
Multiplicity: 6
Total charge: +2
ΔE to the lowest compared entry with this formula, charge and spin in kJ/mol: 20.1

Positions of all 61 atoms, in Å:
P (-0.170, -1.997, -2.477)
P (0.245, 1.991, -2.353)
C (-0.599, -0.612, -3.579)
C (0.318, 0.642, -3.611)
H (-1.663, -0.345, -3.450)
H (-0.552, -1.062, -4.587)
H (1.375, 0.349, -3.751)
H (0.044, 1.179, -4.538)
C (-1.233, 2.937, -2.770)
H (-1.529, 3.560, -1.917)
H (-2.062, 2.266, -3.035)
H (-0.993, 3.579, -3.627)
C (1.603, 3.056, -2.921)
H (1.314, 3.481, -3.890)
H (2.528, 2.473, -3.030)
H (1.759, 3.867, -2.198)
C (-1.462, -3.228, -2.665)
H (-1.457, -3.934, -1.824)
H (-1.270, -3.776, -3.597)
H (-2.442, -2.734, -2.729)
C (1.366, -2.693, -3.131)
H (2.106, -1.907, -3.339)
H (1.126, -3.222, -4.062)
H (1.800, -3.401, -2.410)
Pd (-1.281, -1.311, 3.841)
C (0.529, 1.981, -0.571)
C (-0.824, 1.571, -0.220)
C (-1.524, 0.347, -0.611)
C (-1.045, -0.996, 0.009)
C (0.146, -1.700, -0.771)
C (1.447, -1.196, -0.348)
C (2.124, -0.050, -0.879)
C (1.823, 1.266, -0.095)
C (0.040, -2.486, 3.075)
H (0.637, 3.052, -0.307)
H (-1.250, 2.108, 0.632)
H (-1.583, 0.235, -1.711)
H (-2.587, 0.475, -0.328)
H (-0.739, -0.858, 1.060)
H (-1.895, -1.699, 0.050)
H (0.126, -2.747, -0.385)
H (1.815, -1.589, 0.603)
H (1.883, 0.101, -1.945)
H (3.205, -0.286, -0.822)
H (1.722, 1.088, 0.985)
H (2.666, 1.967, -0.220)
H (0.986, -1.929, 2.977)
H (-0.286, -2.901, 2.108)
H (0.117, -3.266, 3.859)
O (0.002, 1.578, 3.024)
N (-0.183, 1.012, 4.182)
C (-1.527, 0.550, 4.437)
C (-1.849, 0.271, 5.821)
C (-0.852, 0.280, 6.787)
C (0.461, 0.577, 6.423)
C (0.775, 0.954, 5.136)
H (-2.273, 1.005, 3.780)
H (-2.893, 0.100, 6.066)
H (-1.106, 0.095, 7.833)
H (1.273, 0.609, 7.161)
H (1.766, 1.325, 4.856)

Quick look at the Löwdin charges, all values in e: P 0.933; P 0.948; C -0.292; C -0.279; H 0.098; H 0.121; H 0.091; H 0.119; C -0.139; H 0.087; H 0.075; H 0.078; C -0.154; H 0.072; H 0.076; H 0.082; C -0.137; H 0.086; H 0.081; H 0.080; C -0.138; H 0.069; H 0.078; H 0.089; Pd 0.739; C -0.375; C -0.138; C -0.199; C -0.127; C -0.416; C -0.090; C -0.204; C -0.109; C -0.266; H 0.152; H 0.127; H 0.057; H 0.143; H 0.083; H 0.124; H 0.136; H 0.129; H 0.060; H 0.145; H 0.120; H 0.127; H -0.004; H -0.028; H 0.009; O -0.038; N -0.258; C -0.319; C -0.093; C -0.083; C -0.067; C -0.055; H 0.105; H 0.110; H 0.121; H 0.123; H 0.137

***

4.
The molecule C6H4F10O at a distorted geometry, computed with ωB97M-V with the def2-TZVPD basis set.

## Properties
SMILES string: FC(F)C(F)(F)COC(C(F)(F)F)C(F)(F)F
Frontier orbital gap in eV: 12.44
Total charge: 0
ΔE to the lowest compared entry with this formula, charge and spin in kJ/mol: 0.0

Positions of all 21 atoms, in Å:
F (0.155, 1.348, 2.624)
C (-0.825, 0.373, 2.591)
F (-1.453, 0.325, 3.804)
C (-1.790, 0.750, 1.465)
F (-2.384, 1.921, 1.711)
F (-2.718, -0.236, 1.343)
C (-1.011, 0.840, 0.157)
O (-0.232, -0.340, -0.102)
C (0.606, -0.329, -1.305)
C (2.054, 0.104, -0.975)
F (2.897, 0.056, -2.063)
F (2.617, -0.621, 0.055)
F (2.112, 1.401, -0.570)
C (0.566, -1.727, -2.012)
F (1.286, -1.749, -3.152)
F (-0.764, -1.918, -2.248)
F (1.036, -2.732, -1.227)
H (-0.383, -0.638, 2.411)
H (-0.344, 1.720, 0.161)
H (-1.730, 0.999, -0.641)
H (0.304, 0.452, -2.026)

Quick look at the Löwdin charges, all values in e: F 0.072; C -0.262; F 0.082; C -0.478; F 0.151; F 0.123; C -0.073; O -0.055; C -0.073; C -0.480; F 0.128; F 0.130; F 0.132; C -0.505; F 0.159; F 0.138; F 0.156; H 0.182; H 0.144; H 0.145; H 0.183

***

5.
A structure of composition C2H3O2Rb at a distorted geometry, computed with ωB97M-V with the def2-TZVPD basis set.

## Properties
Frontier orbital gap in eV: 6.22
Total charge: 0
ΔE to the lowest compared entry with this formula, charge and spin in kJ/mol: 0.0

Positions of all 8 atoms, in Å:
Rb (-0.321, -3.532, -0.299)
C (0.381, 0.675, -0.491)
C (-0.436, 0.258, 0.717)
O (-0.584, -1.001, 0.934)
O (-0.884, 1.157, 1.418)
H (-0.183, 1.432, -1.030)
H (0.730, -0.166, -1.093)
H (1.298, 1.176, -0.157)

Quick look at the Löwdin charges, all values in e: Rb 0.970; C -0.048; C -0.800; O -0.286; O -0.023; H 0.070; H 0.044; H 0.073

***

6.
The molecule C5H3NO at a distorted geometry, computed with ωB97M-V with the def2-TZVPD basis set.

## Properties
SMILES string: O=C=C=NC1=CC1
Frontier orbital gap in eV: 7.89
Total charge: 0
ΔE to the lowest compared entry with this formula, charge and spin in kJ/mol: 436.5

Positions of all 10 atoms, in Å:
O (-3.184, -0.548, 0.079)
C (-2.189, 0.038, 0.195)
C (-1.515, 1.212, 0.531)
N (-0.301, 1.538, 0.543)
C (0.628, 0.592, 0.150)
C (1.851, 0.244, -0.068)
C (0.700, -0.800, -0.331)
H (2.921, 0.427, -0.092)
H (0.473, -1.060, -1.370)
H (0.615, -1.643, 0.362)

Quick look at the Löwdin charges, all values in e: O 0.170; C -0.138; C -0.034; N 0.087; C -0.347; C 0.087; C -0.091; H 0.100; H 0.083; H 0.082

***

7.
A structure of composition C3H4ClN3 at a distorted geometry, computed with ωB97M-V with the def2-TZVPD basis set.

## Properties
Frontier orbital gap in eV: 9.19
Total charge: 0
ΔE to the lowest compared entry with this formula, charge and spin in kJ/mol: 399.0

Positions of all 11 atoms, in Å:
C (-1.917, 0.318, -0.273)
C (-0.144, 0.994, 0.020)
C (0.318, -1.388, 0.011)
N (-3.038, 0.067, -0.170)
N (0.003, 2.235, -0.031)
N (0.692, -0.024, 0.135)
Cl (2.411, 0.292, -0.009)
H (1.122, -1.961, 0.627)
H (-0.755, -1.383, 0.461)
H (0.368, -1.790, -1.086)
H (0.939, 2.640, 0.315)

Quick look at the Löwdin charges, all values in e: C -0.122; C -0.428; C -0.165; N 0.066; N 0.107; N -0.561; Cl 0.698; H 0.100; H 0.094; H 0.119; H 0.092

***

8.
A cluster of 2 separate species, C5H11NO in total at a distorted geometry, computed with ωB97M-V with the def2-TZVPD basis set.

## Properties
SMILES string: C/C=C/C=C/N.O
Frontier orbital gap in eV: 8.81
Total charge: 0
ΔE to the lowest compared entry with this formula, charge and spin in kJ/mol: 403.2

Positions of all 18 atoms, in Å:
C (-0.083, -1.710, -2.500)
C (0.171, -0.748, -1.422)
C (0.229, -1.021, -0.069)
C (1.350, -0.485, 0.743)
C (1.318, 0.648, 1.538)
N (2.094, 0.867, 2.756)
H (-0.469, -1.234, -3.436)
H (-0.923, -2.269, -1.998)
H (0.648, -2.419, -2.766)
H (0.910, -0.008, -1.739)
H (-0.063, -2.001, 0.318)
H (2.269, -1.065, 0.932)
H (0.931, 1.465, 0.948)
H (2.570, 1.726, 2.710)
H (2.671, 0.137, 3.079)
O (-4.444, 2.445, 0.130)
H (-4.977, 3.145, -0.256)
H (-4.200, 2.528, 1.032)

Quick look at the Löwdin charges, all values in e: C -0.129; C -0.179; C -0.118; C -0.158; C -0.182; N 0.044; H 0.082; H 0.090; H 0.057; H 0.099; H 0.101; H 0.098; H 0.099; H 0.045; H 0.052; O -0.047; H 0.034; H 0.012